Molecular formula: C28H77N7O7
Method: DFT, the ωB97M-V functional and the def2-TZVPD basis

CARTESIAN COORDINATES (ANGSTROEM)
O1 3.6082 -1.9719 0.1962
O2 -3.1511 -1.4974 -0.1048
O3 3.5877 2.9307 -3.1561
O4 1.6261 5.5094 -0.5909
O5 1.2984 -0.4467 -5.6801
O6 -0.8308 -1.6360 4.8080
O7 -6.8331 -4.0396 4.3279
N1 1.1266 3.9072 1.8672
N2 -7.0227 -1.0020 4.9849
N3 -3.2408 -0.4949 4.9506
N4 -1.1385 -1.8430 -4.2896
N5 5.9954 -4.8687 0.2005
N6 -0.5082 -1.8924 -1.0361
N7 6.9000 3.3392 -4.3615
C1 4.2688 3.2068 -4.3839
C2 0.3332 -1.3167 -6.2723
C3 5.3870 -3.7495 2.3007
C4 1.7440 5.4594 -1.9436
C5 0.4002 5.1715 -0.0445
C6 -3.1807 -1.2557 1.3102
C7 -0.8601 -3.4495 -5.9663
C8 -2.4370 -0.5165 -0.7812
C9 -2.3828 -0.3153 6.1411
C10 3.5404 -0.5501 0.1237
C11 -7.1882 -1.6391 3.6515
C12 -6.4886 -2.9786 3.4444
C13 -0.8739 -0.6081 -0.5949
C14 5.0713 -3.8199 0.7863
C15 2.3434 2.2632 -3.3841
C16 -0.1389 -2.3893 -5.2259
C17 -3.2980 -0.2859 7.2890
C18 -8.0934 -4.6986 4.1695
C19 1.7745 0.4362 -6.6982
C20 -1.5572 -1.5669 6.0860
C21 5.6719 5.0030 -5.5610
C22 -0.0294 0.4670 -1.2821
C23 5.0403 -2.4723 0.0267
C24 5.6333 4.0560 -4.3427
C25 -6.9049 -0.4710 2.6883
C26 0.3589 5.0584 1.4708
C27 1.2526 6.1907 2.0912
C28 -0.7800 -2.9259 4.1914
H1 -7.2832 0.5122 2.9680
H2 2.4048 -0.1852 -7.3344
H3 -1.7879 -3.0615 3.7994
H4 5.6767 4.6255 -3.4143
H5 -6.5512 -3.3815 2.4336
H6 6.8980 -4.4633 -0.0018
H7 4.3840 2.3455 -5.0419
H8 -1.1468 -2.5433 -0.6018
H9 -1.0724 -4.1981 -5.2030
H10 5.1513 -2.4716 -1.0576
H11 -7.1097 -0.5512 1.6207
H12 2.5547 1.2788 -3.8016
H13 2.8042 5.4407 -2.1964
H14 4.0768 -0.1169 0.9679
H15 1.0522 0.3330 -1.3027
H16 -0.5825 -0.5297 0.4525
H17 5.8957 -1.9348 0.4361
H18 -1.7219 0.5502 6.0950
H19 0.0829 4.2706 -0.5697
H20 3.5929 3.6746 -5.0998
H21 1.2177 4.5615 -2.2672
H22 -0.4617 -0.7284 -6.7307
H23 -2.5342 -0.4706 1.7024
H24 5.9108 4.6581 -6.5670
H25 5.7657 -5.1860 -0.7305
H26 -2.6278 -0.5018 -1.8542
H27 0.8244 7.1761 1.9080
H28 6.1474 5.9472 -5.2957
H29 -3.0759 -2.2065 1.8329
H30 1.3921 6.2272 3.1716
H31 1.7114 2.8860 -4.0171
H32 -1.5197 -2.5696 -3.7007
H33 4.6581 5.3544 -5.7528
H34 -0.3351 5.8834 -0.4194
H35 -6.8202 -1.7117 5.6744
H36 -2.1799 -2.4586 6.1571
H37 1.1727 6.2382 -2.4488
H38 -8.2657 -1.7962 3.7000
H39 0.4358 -2.0607 -0.7188
H40 0.7492 -2.7402 -4.7003
H41 -0.4235 -3.7061 4.8640
H42 2.0157 2.0270 -2.3717
H43 -4.1800 -0.8295 1.3981
H44 -0.6878 4.9719 1.7624
H45 -5.8527 -0.1907 2.6417
H46 -0.3933 0.5480 -2.3064
H47 -0.9414 -1.5822 6.9852
H48 -2.7082 -0.4939 8.1818
H49 0.9150 0.9906 -7.0750
H50 4.0833 -4.2668 0.6753
H51 2.2206 6.2387 1.5923
H52 6.8964 2.5273 -3.7607
H53 -8.0904 -5.4429 3.3731
H54 -0.3244 -3.7449 -6.8685
H55 5.1914 -4.6515 2.8806
H56 -5.4198 -2.7775 3.5185
H57 -8.8992 -3.9801 4.0192
H58 6.9406 2.8999 -5.2700
H59 1.0290 3.7365 2.8579
H60 2.5183 -0.1889 0.2369
H61 0.8095 -1.8480 -7.0963
H62 4.7340 -3.0142 2.7708
H63 -4.0882 -1.0366 7.2801
H64 -3.6177 0.7410 7.4661
H65 3.9558 -0.1378 -0.7959
H66 -8.3598 -5.1292 5.1348
H67 6.4317 -3.4932 2.4771
H68 -2.5885 -0.5336 4.1805
H69 -0.7642 -1.2219 -3.5866
H70 -6.0620 -0.6904 4.9881
H71 -3.7567 -1.3548 5.0708
H72 2.0836 4.2233 1.8020
H73 -1.8258 -3.0907 -6.3222
H74 -0.0865 -2.9792 3.3521
H75 2.4898 1.1513 -6.2920
H76 -0.1219 1.4142 -0.7508
H77 -2.6299 0.5218 -0.5112

Atoms 1-2, force components in eV/Å:
O 2.0 0.4 0.1
O 1.6 0.1 -0.4

energy relative to the best compared isomer or geometry (same formula, charge and spin) = 277.9 kJ/mol
molar mass = 623.97 g/mol
<S²> = 0.76
total charge = +1
total energy = -2022.3562 a.u.
Kohn-Sham gap (spin up / spin down) = 0.318 / 0.103 Eh
multiplicity = 2
HOMO energy (spin up / spin down) = -0.4013 / -0.4013 Eh

Mulliken atomic charge list, values in e, 8 entries: O -0.30; O -0.47; O -0.41; O -0.33; O -0.21; O -0.31; O -0.37; N -0.66


Molecular formula: C28H77N8O10
Method: DFT, the ωB97M-V functional and the def2-TZVPD basis

CARTESIAN COORDINATES (ANGSTROEM)
O1 3.6889 3.2686 1.4372
O2 2.2899 -6.0034 -2.4628
O3 -4.9061 1.7306 1.2282
O4 -0.4691 0.4776 1.0652
O5 1.0519 0.0006 -0.3498
O6 -2.5311 -1.4574 4.6252
O7 1.3469 -0.4354 1.7142
O8 1.6459 0.6906 -5.3488
O9 2.0279 1.7826 3.4512
O10 -4.4801 -1.2074 -2.1198
N1 -0.5371 1.4816 -2.5038
N2 -0.1741 -1.5994 1.8142
N3 -1.4961 -1.9774 -0.3968
N4 0.7379 0.2126 0.8572
N5 0.3519 3.2956 0.4272
N6 4.2519 -0.1574 0.2472
N7 2.3169 -3.2084 0.0682
N8 -1.6991 2.9886 0.2102
C1 -3.1151 2.8776 0.0782
C2 -3.6051 2.2146 -1.2618
C3 -2.3781 -2.8614 -2.6298
C4 1.9449 -2.9144 -2.3208
C5 -5.8891 -1.0464 -1.9498
C6 3.8609 2.2776 0.4312
C7 3.4119 4.5486 0.8222
C8 -2.4331 -1.0434 1.7342
C9 1.5299 1.8786 2.0872
C10 -5.4021 1.0216 2.3862
C11 -1.3301 -1.1894 2.6472
C12 -2.4941 -1.7654 6.0402
C13 3.0759 -7.1494 -2.8678
C14 1.4049 2.8496 -3.4448
C15 5.7369 1.1146 1.8202
C16 0.7799 0.4846 -4.2898
C17 0.2739 1.8616 -3.7658
C18 -2.4271 -1.7804 -1.5368
C19 -1.5111 -2.1664 3.8192
C20 0.7209 3.1696 1.8882
C21 2.7859 -5.2024 -1.3168
C22 -3.6011 1.9956 1.3132
C23 0.9629 0.9526 -6.5748
C24 1.9399 -3.8914 -1.1968
C25 2.8449 0.6646 3.7152
C26 -3.8511 -1.6214 -1.0428
C27 4.3179 1.0196 1.1532
C28 -0.4861 3.2486 2.8022
H1 -1.3121 -3.0254 -3.0528
H2 -3.1661 -0.7164 2.2752
H3 -6.4621 -1.9004 -1.6348
H4 2.5569 -7.6624 -3.7988
H5 -0.5721 -2.0744 4.6952
H6 1.2489 0.1846 -3.3588
H7 3.0769 0.5676 4.8632
H8 0.0189 -0.2744 -4.3988
H9 3.6399 0.5726 2.8362
H10 2.4759 4.4396 0.3172
H11 3.7389 -4.9084 -1.6108
H12 -3.5121 2.8456 -2.2848
H13 2.2789 2.5116 -2.8058
H14 -0.6691 2.3826 -1.9308
H15 -0.0551 0.8266 -1.9538
H16 2.0899 3.0176 -4.1908
H17 0.4519 -1.1014 2.4512
H18 -4.5841 1.9076 -1.2908
H19 3.1489 -2.6734 -2.4608
H20 3.4859 0.7746 1.7462
H21 1.5639 1.1896 -7.4128
H22 -3.1501 -2.7354 -3.4138
H23 6.5499 1.2986 0.8242
H24 1.5169 3.9996 2.0262
H25 -5.8871 -0.3414 -1.1098
H26 -0.2661 2.6056 0.0082
H27 -3.0921 -1.2574 6.8372
H28 -0.4381 2.2416 -4.5658
H29 3.3699 -3.1014 0.2262
H30 -4.0901 -0.8354 -0.1768
H31 -0.5061 -1.5784 -0.7288
H32 2.0569 -2.2934 -0.1318
H33 1.0229 1.1116 2.0132
H34 -2.2131 -0.4004 0.8762
H35 -3.3691 2.6776 2.1962
H36 0.9169 -4.0344 -1.0058
H37 -1.5291 -1.7404 6.6542
H38 -1.6061 -1.4134 0.3422
H39 -5.4871 1.4696 3.3142
H40 1.2239 3.2996 -0.1878
H41 2.9749 -5.7074 -0.4988
H42 2.3419 1.8206 1.2962
H43 4.9239 0.1416 -0.6228
H44 5.9509 1.9586 2.6562
H45 -0.8141 4.3596 3.1432
H46 -1.1611 2.2276 0.5802
H47 -1.4411 3.5996 0.8442
H48 -6.2221 -0.5184 -2.8358
H49 -1.8461 -0.7534 -1.8078
H50 -2.9011 1.1296 1.1672
H51 -3.4601 3.9516 0.1122
H52 -1.4011 2.6656 2.5072
H53 -2.8761 -2.1364 1.4832
H54 0.3959 0.0986 -6.7698
H55 6.2569 0.4676 2.4222
H56 2.9769 2.0806 -0.0718
H57 0.9989 3.8636 -2.9598
H58 -2.4901 -3.8914 -2.2538
H59 -2.7081 -2.8964 6.1392
H60 1.6009 -3.5514 -3.3208
H61 1.3419 -2.1544 -2.1148
H62 3.2659 -0.1454 0.2132
H63 0.1209 1.7776 -6.4878
H64 -1.1281 -0.2254 3.0522
H65 -1.8821 -3.1214 3.5492
H66 -4.2671 -2.5854 -0.6688
H67 -0.2891 2.6386 3.6732
H68 3.3049 5.2416 1.8592
H69 4.1959 5.1086 0.3752
H70 3.9549 -6.5814 -3.4138
H71 4.5259 2.6796 -0.2458
H72 -5.0711 0.0446 2.1572
H73 2.2879 -0.2374 3.5512
H74 3.2179 -7.9854 -2.0998
H75 -6.4211 0.9766 2.2782
H76 -3.1041 1.3036 -1.4778
H77 -0.1071 -0.9334 1.0912

Atoms 1-2, force components in eV/Å:
O 0.9 1.5 -1.3
O -0.5 -0.9 1.3

energy relative to the best compared isomer or geometry (same formula, charge and spin) = 2891.4 kJ/mol
molar mass = 685.97 g/mol
total charge = -1
total energy = -2302.2446 a.u.
Kohn-Sham gap = 0.278 Eh
HOMO energy = -0.1795 Eh

Mulliken atomic charge list, values in e, 8 entries: O -0.34; O -0.30; O -0.49; O 1.12; O -0.50; O -0.22; O -0.90; O -0.41


Molecular formula: C28H78AsF6O11
Method: DFT, the ωB97M-V functional and the def2-TZVPD basis

CARTESIAN COORDINATES (ANGSTROEM)
As1 0.1299 -0.3179 -0.1563
F1 0.0591 -0.3735 -1.8926
F2 1.2278 -1.6970 -0.2086
F3 -0.9379 1.0624 -0.0196
F4 1.4778 0.7484 -0.1821
F5 -1.2510 -1.4458 -0.2032
F6 0.0840 -0.4845 1.6077
O1 -1.6008 3.8434 -0.4738
O2 0.2839 1.6598 -4.5414
O3 -4.7414 1.1831 1.8147
O4 -0.8399 -2.4718 -4.2033
O5 -2.4725 -3.2389 1.2843
O6 -2.2007 0.4184 3.3226
O7 -1.6262 -5.1859 -0.5856
O8 5.8235 3.9016 1.6857
O9 2.9939 -3.6289 1.1248
O10 3.4497 1.9425 2.9318
O11 -3.1145 -0.5326 -4.9250
C1 -3.8383 -0.1828 -3.7522
C2 -2.1551 0.7044 4.7108
C3 -3.1491 -3.1711 3.6077
C4 -3.3305 -2.5897 2.2196
C5 1.5515 0.4897 3.4519
C6 -4.4832 1.0406 0.4230
C7 -1.0279 4.5564 0.6354
C8 1.5627 3.0557 -5.9522
C9 -1.6306 2.1068 5.0281
C10 -0.2720 -5.5561 -0.8617
C11 1.4647 -1.8738 -4.3263
C12 0.3028 -2.5177 -5.0767
C13 2.2152 1.4233 2.4664
C14 -1.5756 3.8735 1.9012
C15 3.6883 3.0614 1.0023
C16 0.4893 4.4485 0.4985
C17 -1.4290 -0.4246 5.4393
C18 4.8434 3.9752 0.6482
C19 1.3617 -3.7709 2.9221
C20 5.4838 3.4505 -0.6364
C21 2.6009 1.8253 -3.9372
C22 1.3942 2.5520 -4.5152
C23 -2.9565 0.6683 -2.8609
C24 -4.9903 2.3342 -0.2499
C25 2.8392 -3.8070 2.5247
C26 -0.0793 -1.6601 -6.2995
C27 3.5079 -5.0921 2.9729
C28 -0.3598 -6.3355 -2.1664
H1 0.8812 3.8722 -6.1759
H2 0.9890 4.9922 1.3029
H3 -2.1405 2.8206 4.3801
H4 2.5733 3.4738 -6.0175
H5 -2.0736 0.0652 -2.6474
H6 5.7761 2.4117 -0.5005
H7 5.5754 3.2252 2.3196
H8 -3.4558 0.9076 -1.9233
H9 4.4875 5.0001 0.5290
H10 -1.9824 -1.3654 5.4970
H11 -1.6117 -4.5507 0.1555
H12 -0.3997 -0.6337 5.1587
H13 -3.4348 -2.3946 4.3249
H14 1.1864 -4.0026 3.9708
H15 -4.3668 -2.5710 1.8672
H16 1.5227 2.2370 -6.6686
H17 2.2776 -3.0256 0.8812
H18 0.7496 -4.3897 2.2685
H19 0.7116 -0.0489 3.0111
H20 0.3682 -4.6859 -1.0278
H21 2.9633 -5.9758 2.6290
H22 -2.6677 3.8913 1.9444
H23 -4.3268 3.1724 -0.0286
H24 0.8371 3.4135 0.4975
H25 -3.1872 0.6519 5.0599
H26 2.2513 -0.2448 3.8513
H27 -1.3024 0.2328 3.0256
H28 0.7715 4.7959 -0.4971
H29 -1.7952 2.3903 6.0720
H30 3.9754 2.0299 1.2188
H31 -0.4716 -2.3709 -3.3177
H32 3.5013 2.4107 -4.1395
H33 -0.7470 -2.2331 -6.9407
H34 -3.0179 -1.5383 2.2651
H35 -1.2713 2.8368 2.0294
H36 4.7843 3.6047 -1.4610
H37 3.7344 -5.1586 4.0346
H38 -0.5537 -0.7048 -6.0572
H39 -2.6497 1.6248 -3.2879
H40 2.6973 0.8302 -4.3703
H41 2.5031 1.7016 -2.8567
H42 0.5081 -3.5196 -5.4615
H43 2.2708 -1.7863 -5.0584
H44 2.9640 2.9266 0.1948
H45 -5.1011 2.2248 -1.3308
H46 -2.3517 -1.0138 -4.5709
H47 -1.0629 -7.1710 -2.1320
H48 3.0898 3.4887 1.8114
H49 -3.3953 1.0321 0.3466
H50 -1.2257 2.9536 -0.4474
H51 -4.9898 0.1658 0.0106
H52 0.1134 -6.1836 -0.0538
H53 -5.9435 2.7280 0.1118
H54 -1.4791 -0.1826 6.5110
H55 2.3609 0.8007 1.5771
H56 6.3621 4.0383 -0.9158
H57 0.5943 -6.7260 -2.5279
H58 3.2969 2.4470 3.7353
H59 -2.1268 -3.4654 3.8355
H60 0.8019 -1.2610 -6.8136
H61 -3.8169 -4.0080 3.8249
H62 -4.0425 -1.0983 -3.1831
H63 -2.2034 -2.5468 0.6499
H64 1.7497 -2.4723 -3.4568
H65 -0.7989 -5.6934 -2.9337
H66 -0.5612 2.3236 4.9449
H67 -1.3212 4.5114 2.7586
H68 4.4579 -5.1906 2.4334
H69 3.2914 -2.9593 3.0590
H70 -4.8112 0.2773 -3.9225
H71 1.1404 1.0165 4.3202
H72 -3.9899 0.8152 2.2893
H73 -1.3814 5.5843 0.5800
H74 1.5778 2.2055 2.0460
H75 1.0594 -2.7356 2.7228
H76 1.2206 -0.8856 -3.9435
H77 1.1704 3.4391 -3.9086
H78 0.1378 1.2559 -3.6768

Atoms 1-2, force components in eV/Å:
As -0.8 -1.7 -0.1
F 0.1 0.6 0.2

energy relative to the best compared isomer or geometry (same formula, charge and spin) = 265.6 kJ/mol
molar mass = 779.83 g/mol
total charge = -1
total energy = -4776.3247 a.u.
Kohn-Sham gap = 0.354 Eh
HOMO energy = -0.2709 Eh

Mulliken atomic charge list, values in e, 8 entries: As 2.18; F -0.28; F -0.54; F -0.11; F -0.35; F -0.36; F -0.75; O -0.61


Q: Which of these has the highest total energy?
A: C28H77N7O7


Q: What is the formula in the first record?
A: C28H77N7O7


Q: What is the formula in the third record?
A: C28H78AsF6O11